# 1
Computed, not measured: a 3-piece molecular cluster, C2H11N3O2 overall, with wB97M-V/def2-TZVPD.

Last column: Löwdin charge in e.
Atoms and positions in Å:
H -1.35 -1.20 -0.71  0.0052
N -0.56 -0.68 -0.50  0.1068
C -0.53 0.47 0.13  -0.5291
N -1.59 1.06 0.91  0.1159
N 0.58 1.24 -0.04  -0.0121
C 1.89 0.68 -0.38  -0.1059
H -1.78 1.94 1.25  0.0533
H -2.47 0.50 0.78  0.1199
H 0.57 2.02 0.57  0.1101
H 1.91 0.40 -1.45  0.0724
H 2.75 1.29 -0.48  0.0479
H 2.33 -0.19 0.25  0.1113
O -1.51 -0.74 3.38  -0.0981
H -1.02 -1.44 3.89  0.0563
H -1.05 -0.79 2.52  0.0008
O 0.35 -1.66 -3.65  -0.0629
H 0.22 -1.64 -2.74  -0.0484
H 1.27 -1.28 -3.73  0.0565

Calculated values
* max |F|: 5.325 eV/Å
* energy above the lowest of the compared OMol25 structures with the same formula, charge and spin: 1.645 eV
* SMILES string: [H]/N=C(\N)NC.O.O
* highest occupied orbital energy: -9.1031 eV
* total energy: -10816.7302 eV
* HOMO-LUMO gap: 9.773 eV
* total charge: 0


# 2
Computed, not measured: C29H27N2O4ReS as an isolated structure, with wB97M-V/def2-TZVPD.

Last column: Mulliken spin population.
Atoms and positions in Å:
Re 0.36 0.06 0.10  0.9411
C 4.58 -0.78 -0.03  -0.0047
O 5.08 0.55 -0.02  0.0007
C 4.28 1.64 0.05  -0.0077
C 4.98 2.84 0.13  -0.0139
C 4.33 4.06 0.23  0.0080
C 2.95 4.09 0.25  -0.0135
C 2.22 2.91 0.18  -0.0063
C 0.78 3.04 0.16  -0.0395
N -0.04 2.05 0.12  -0.0062
N -1.40 2.41 0.02  0.0024
C -2.11 1.35 -0.14  0.0279
O -1.53 0.13 -0.25  -0.0062
C -3.58 1.41 -0.15  -0.0010
C -4.25 2.62 0.00  0.0027
C -5.63 2.63 0.02  -0.0016
C -6.35 1.45 -0.10  0.0035
C -5.68 0.24 -0.25  -0.0012
C -4.30 0.22 -0.28  0.0054
C 2.88 1.67 0.07  0.0318
O 2.17 0.50 -0.01  0.0522
H 5.47 -1.41 -0.06  0.0009
H 3.97 -0.98 -0.90  0.0012
H 4.02 -0.99 0.88  0.0010
H 6.06 2.78 0.11  -0.0007
H 4.91 4.97 0.29  0.0003
H 2.42 5.03 0.32  -0.0003
H 0.34 4.03 0.15  0.0007
H -3.68 3.53 0.10  -0.0003
H -6.16 3.57 0.14  0.0000
H -7.43 1.47 -0.07  0.0002
H -6.24 -0.68 -0.35  0.0000
H -3.76 -0.71 -0.40  -0.0017
C -2.28 -2.88 4.20  0.0054
C -2.36 -2.78 2.79  -0.0079
C -1.58 -1.90 2.11  0.0282
C -0.66 -1.05 2.79  -0.0664
C 0.19 -0.09 2.14  0.0309
C 1.00 0.73 2.89  0.0073
C 1.07 0.61 4.29  0.0186
C 0.29 -0.31 4.93  -0.0248
C -0.59 -1.15 4.20  0.0068
C -1.42 -2.08 4.88  -0.0068
H -2.91 -3.58 4.73  0.0002
H -3.06 -3.41 2.25  -0.0002
H -1.69 -1.82 1.04  0.0078
H 1.62 1.48 2.41  0.0008
H 1.73 1.25 4.85  0.0006
H 0.33 -0.41 6.01  -0.0010
H -1.35 -2.13 5.96  -0.0002
O 0.63 -1.99 -0.22  0.0169
S 0.92 -3.18 0.75  0.0052
C -0.10 -4.50 0.03  0.0012
C 0.83 -5.46 -0.72  -0.0003
C 2.04 -4.64 -1.16  0.0006
C 2.44 -3.88 0.09  0.0009
H -0.78 -3.96 -0.62  -0.0002
H -0.67 -4.96 0.84  0.0002
H 0.31 -5.92 -1.55  0.0000
H 1.15 -6.26 -0.05  0.0000
H 1.75 -3.93 -1.94  -0.0001
H 2.85 -5.25 -1.54  0.0001
H 3.14 -3.05 -0.04  0.0011
H 2.82 -4.54 0.88  0.0002

Calculated values
* expectation value of S²: 0.89
* max |F|: 1.408 eV/Å
* energy above the lowest of the compared OMol25 structures with the same formula, charge and spin: 0.239 eV
* highest occupied orbital energy (spin up / spin down): -10.4297 / -10.1802 eV
* total energy: -54640.1902 eV
* 2S+1: 2
* HOMO-LUMO gap (spin up / spin down): 6.387 / 6.528 eV
* total charge: +1


# 3
Computed, not measured: a 2-piece molecular cluster, H5N2O2P overall, with wB97M-V/def2-TZVPD.

Last column: Löwdin charge in e.
Atoms and positions in Å:
N -0.55 1.48 -0.45  -0.0396
N -0.68 0.36 0.16  -0.3020
O 1.39 -0.41 1.70  -0.3133
O -0.73 -1.66 1.46  -0.2676
P -0.16 -0.17 1.63  0.5733
H 0.38 1.82 -0.43  0.0795
H -1.17 1.61 -1.35  0.1728
H 0.41 -1.02 -0.59  0.1121
H 1.73 -0.90 0.86  0.0691
H -0.72 -1.69 0.55  -0.0842

Calculated values
* max |F|: 4.238 eV/Å
* energy above the lowest of the compared OMol25 structures with the same formula, charge and spin: 5.427 eV
* highest occupied orbital energy (spin up / spin down): -8.9435 / -8.9362 eV
* total energy: -16441.7163 eV
* HOMO-LUMO gap (spin up / spin down): 8.179 / 8.170 eV
* total charge: 0


# 4
Computed, not measured: C7H6O as an isolated structure, with wB97M-V/def2-TZVPD.

Last column: Löwdin charge in e.
Atoms and positions in Å:
C 2.61 -0.02 0.58  0.1169
C 1.54 0.46 0.81  -0.0877
C 0.12 0.70 0.65  -0.2184
C -0.87 0.93 -0.35  -0.3444
C -0.57 -0.75 0.59  -0.1415
C -0.17 -1.15 -0.89  -0.0601
C -0.49 -0.03 -1.51  -0.0354
H 3.59 -0.43 0.80  0.0447
H -0.46 1.26 1.50  0.1834
H -1.44 1.76 -0.60  0.1360
H -0.40 -1.59 1.36  0.1714
H 0.38 -2.24 -1.08  0.1621
H -0.57 0.08 -2.69  0.1416
O -1.76 0.04 0.19  -0.0687

Calculated values
* max |F|: 6.205 eV/Å
* energy above the lowest of the compared OMol25 structures with the same formula, charge and spin: 5.827 eV
* highest occupied orbital energy: -8.9654 eV
* total energy: -9396.3934 eV
* HOMO-LUMO gap: 9.962 eV
* total charge: 0